No. 1
{"formula": "C4H14N2O2", "method": "ωB97M-V/def2-TZVPD", "symbols": ["H", "C", "C", "H", "H", "N", "H", "H", "H", "O", "C", "H", "C", "H", "H", "H", "O", "H", "N", "H", "H", "H"], "coordinates": [[0.21, 1.42, -2.25], [-0.32, -1.89, 1.46], [-0.74, 1.56, -1.83], [3.58, -0.43, 0.09], [0.75, -0.31, -0.63], [-0.49, -1.42, 2.66], [-0.74, 2.09, -0.91], [0.35, -2.76, 1.14], [-0.24, -1.91, 3.54], [-0.11, 3.00, 1.32], [-1.25, -0.02, -1.68], [0.50, 3.22, 0.63], [-0.19, -0.85, -0.75], [-0.39, 2.16, 1.12], [-2.25, -0.06, -1.03], [0.19, -1.83, -1.20], [2.98, -0.65, 0.91], [3.57, -1.35, 1.32], [-0.96, -1.18, 0.43], [-1.34, 2.00, -2.54], [-1.67, -0.49, -2.63], [-1.46, -0.30, 0.84]], "de_lowest_ev": 2.6373, "gap_ev": 9.41, "energy_ev": -11448.05275, "molar_mass_g_mol": 122.168, "smiles": "[H]/N=C/NCCC.O.O", "lumo_energy_ev": 0.46}


No. 2
{"formula": "C5H10NP", "method": "ωB97M-V/def2-TZVPD", "symbols": ["C", "P", "C", "C", "C", "H", "H", "H", "H", "H", "H", "C", "H", "H", "H", "N", "H"], "coordinates": [[0.10, 0.97, 1.63], [-1.21, -0.48, -2.18], [0.45, -1.34, -0.28], [-0.46, 1.35, 0.41], [-0.98, 2.24, -0.36], [-1.26, 3.20, 0.04], [-1.21, 2.22, -1.39], [-0.73, 0.81, 2.29], [2.18, -2.13, 0.86], [0.50, -0.11, 1.35], [-2.09, -1.75, -2.06], [1.70, -1.37, 0.18], [-0.21, -2.10, 0.11], [-0.57, -1.13, -3.12], [2.43, -0.86, -0.36], [-0.05, -0.36, -1.00], [1.09, 1.36, 2.05]], "de_lowest_ev": 4.4209, "spin_multiplicity": 3, "gap_ev": [6.88, 6.66], "energy_ev": -16117.95844, "molar_mass_g_mol": 115.116, "s2": 2.04, "lumo_energy_ev": [1.01, -2.27]}


No. 3
{"formula": "C5H10O", "method": "ωB97M-V/def2-TZVPD", "symbols": ["C", "C", "H", "H", "C", "H", "H", "H", "H", "C", "H", "C", "H", "H", "O", "H"], "coordinates": [[1.66, -1.00, 0.04], [-1.89, 0.58, 0.08], [-1.39, 1.55, -0.08], [1.86, 1.11, 1.06], [-0.96, -0.58, -0.29], [-2.18, 0.54, 1.13], [-2.81, 0.58, -0.52], [0.05, -0.84, 1.62], [-1.50, -1.53, -0.17], [0.30, -0.62, 0.57], [2.37, -1.72, 0.42], [1.44, 0.33, 0.44], [0.58, 1.26, -1.48], [1.65, -0.07, -1.25], [1.49, 1.06, -1.19], [-0.69, -0.54, -1.35]], "de_lowest_ev": 4.6613, "gap_ev": 9.22, "energy_ev": -7390.10405, "molar_mass_g_mol": 86.134, "lumo_energy_ev": 0.95}


No. 4
{"formula": "C20H15DyF6N6O4S3Se", "method": "ωB97M-V/def2-TZVPD", "symbols": ["C", "C", "C", "C", "H", "C", "H", "C", "C", "H", "H", "C", "H", "C", "H", "C", "Se", "S", "C", "C", "S", "F", "H", "F", "H", "H", "C", "H", "C", "H", "H", "F", "O", "F", "C", "F", "N", "S", "H", "H", "N", "C", "C", "Dy", "F", "O", "N", "C", "N", "C", "O", "H", "C", "N", "N", "O"], "coordinates": [[10.35, -8.07, 14.81], [4.57, -14.83, 12.21], [9.12, -8.66, 14.99], [11.33, -9.58, 16.42], [9.91, -10.63, 13.29], [6.58, -10.59, 14.17], [8.03, -11.03, 9.44], [5.95, -15.08, 12.30], [5.48, -17.35, 11.77], [2.68, -15.72, 11.59], [8.25, -8.31, 14.42], [3.74, -15.88, 11.79], [7.73, -10.89, 16.97], [9.99, -10.86, 12.24], [12.10, -11.14, 12.30], [8.81, -10.87, 11.46], [7.24, -13.75, 12.77], [4.57, -11.07, 9.10], [6.41, -16.39, 12.08], [10.10, -10.18, 16.59], [4.92, -10.78, 13.60], [6.06, -15.56, 8.83], [12.19, -9.89, 17.00], [3.16, -9.14, 8.15], [9.97, -10.98, 17.31], [10.22, -11.58, 8.45], [3.33, -10.42, 7.78], [4.14, -13.88, 12.54], [6.02, -14.25, 8.62], [10.46, -7.25, 14.11], [12.42, -8.04, 15.38], [2.17, -11.11, 7.85], [5.92, -11.18, 8.56], [6.69, -13.60, 9.69], [11.21, -11.14, 11.66], [6.61, -13.92, 7.48], [7.75, -10.49, 16.04], [4.15, -13.72, 8.54], [7.46, -16.63, 12.19], [5.75, -18.37, 11.62], [7.58, -10.71, 12.11], [11.46, -8.52, 15.52], [8.91, -11.08, 10.07], [5.78, -11.88, 11.31], [3.91, -10.50, 6.57], [4.50, -10.18, 10.27], [7.70, -10.48, 13.42], [11.29, -11.44, 10.31], [3.99, -12.51, 9.71], [10.16, -11.39, 9.52], [3.36, -14.80, 8.99], [12.24, -11.71, 9.87], [8.96, -9.77, 15.84], [4.20, -17.09, 11.60], [6.54, -10.56, 15.48], [3.97, -13.11, 7.26]], "spin_multiplicity": 6, "gap_ev": [5.53, 5.74], "energy_ev": -176349.93032, "molar_mass_g_mol": 855.027, "s2": 9.80, "lumo_energy_ev": [-2.26, -2.07]}


No. 5
{"formula": "C3H4N3", "method": "ωB97M-V/def2-TZVPD", "symbols": ["N", "H", "H", "C", "H", "C", "N", "N", "C", "H"], "coordinates": [[-0.51, -0.20, 0.30], [-0.21, -0.64, -1.65], [1.32, -0.44, -0.60], [0.33, -0.75, -0.71], [-1.03, 2.07, 2.14], [-3.01, 2.19, 1.05], [-1.01, 0.72, 0.71], [-3.93, 2.87, 0.98], [-1.61, 1.65, 1.25], [0.36, -1.84, -0.46]], "charge": 1, "de_lowest_ev": 2.5652, "spin_multiplicity": 3, "gap_ev": [8.13, 8.54], "energy_ev": -7631.66650, "molar_mass_g_mol": 82.086, "s2": 2.03, "lumo_energy_ev": [-5.40, -8.94]}


No. 6
{"formula": "C12H16N2O", "method": "ωB97M-V/def2-TZVPD", "symbols": ["H", "H", "C", "N", "H", "C", "H", "H", "C", "C", "N", "O", "H", "C", "H", "H", "C", "H", "H", "C", "H", "H", "C", "C", "C", "C", "H", "H", "H", "H", "C"], "coordinates": [[2.57, 1.27, 0.99], [1.71, 0.19, -3.86], [2.87, 0.42, -0.92], [1.82, 0.09, -1.72], [-5.38, 1.16, 0.52], [-2.64, -0.82, 1.37], [4.15, -0.15, 2.28], [-1.57, -1.10, 3.17], [-2.44, 0.16, -0.79], [2.77, 0.27, 0.59], [3.56, 0.71, -2.93], [-4.01, 1.60, -1.67], [-4.58, -0.41, 2.35], [-3.94, -0.34, 1.46], [-4.97, 1.74, -1.63], [-0.97, -1.14, 0.06], [-3.66, 0.80, -0.62], [1.89, -0.42, 0.79], [-1.84, -2.65, 2.38], [4.12, -0.25, 1.20], [4.03, 0.86, -3.81], [-3.22, -1.91, 3.15], [4.01, 0.86, -1.65], [-2.30, -1.69, 2.60], [2.28, 0.33, -2.94], [-1.87, -0.54, 0.26], [-1.81, 0.33, -1.65], [4.02, -1.32, 1.00], [4.97, 1.07, -1.22], [4.90, 0.29, 0.68], [-4.46, 0.60, 0.55]], "de_lowest_ev": 1.9653, "gap_ev": 9.00, "energy_ev": -17730.15980, "molar_mass_g_mol": 204.273, "smiles": "CCc1c[nH]cn1.Cc1ccc(O)cc1", "lumo_energy_ev": 0.87}


No. 7
{"formula": "C10H30NO5PSbSi2", "method": "ωB97M-V/def2-TZVPD", "symbols": ["H", "H", "H", "C", "O", "C", "H", "H", "H", "C", "C", "C", "C", "H", "H", "O", "H", "H", "C", "H", "H", "P", "H", "H", "H", "H", "H", "Si", "Sb", "C", "H", "H", "O", "Si", "H", "H", "H", "C", "C", "H", "H", "O", "O", "H", "N", "H", "H", "H", "H", "H"], "coordinates": [[3.30, -3.36, -2.56], [1.08, 1.06, -1.02], [-2.34, 3.50, 0.26], [-6.43, 1.88, 1.78], [-1.96, -0.77, -0.16], [2.56, 0.05, 1.61], [-2.54, 2.75, 2.59], [-6.78, 1.87, 2.81], [1.53, 0.35, 1.83], [4.32, -3.45, -2.18], [1.48, -2.10, -0.24], [6.83, -1.98, -1.31], [-3.46, 2.82, 2.02], [0.48, -1.81, 0.09], [-5.31, -0.69, 1.26], [-7.19, 1.44, -0.35], [7.37, -2.42, -2.15], [-2.69, -0.38, -0.67], [-7.41, 1.39, 0.80], [-1.05, 0.92, 2.83], [-4.47, 0.42, 3.35], [-2.25, -0.47, 1.46], [3.88, -0.62, -3.62], [4.93, -3.94, -2.95], [-4.44, 1.16, -0.09], [4.30, -4.10, -1.30], [1.98, 0.29, -2.33], [2.64, -0.64, -0.12], [-4.46, 0.81, 1.64], [-3.33, 3.53, 0.76], [-6.21, 2.91, 1.53], [5.24, 0.34, -3.03], [-8.59, 0.86, 1.25], [5.02, -1.77, -1.75], [3.21, 0.92, 1.72], [2.76, 1.53, -1.33], [2.86, -0.70, 2.34], [4.91, -0.67, -3.26], [2.06, 0.69, -1.31], [-8.70, 0.04, 0.74], [7.29, -1.02, -1.07], [-4.21, 4.11, 0.22], [4.19, -1.11, -0.49], [-1.04, 1.42, 1.28], [-0.90, 0.60, 1.87], [6.95, -2.64, -0.45], [1.40, -2.46, -1.27], [1.82, -2.92, 0.39], [5.53, -1.06, -4.06], [-4.18, 3.38, 2.62]], "charge": -1, "gap_ev": 6.17, "energy_ev": -54168.73154, "molar_mass_g_mol": 453.258, "lumo_energy_ev": 2.37}